{
  "formula": "C25H22CaN6O8SSe",
  "method": "ωB97M-V with the def2-TZVPD basis set",
  "total_energy_ev": -146231.1627,
  "spin_multiplicity": 1,
  "gap_ev": 4.708,
  "total_charge": -2,
  "elements": ["Ca", "O", "C", "C", "C", "N", "C", "C", "C", "O", "O", "C", "O", "O", "H", "H", "H", "O", "C", "O", "C", "C", "C", "C", "C", "C", "S", "H", "H", "H", "H", "C", "N", "C", "C", "C", "N", "C", "C", "O", "H", "H", "H", "H", "H", "H", "H", "H", "H", "H", "H", "H", "Se", "N", "C", "C", "C", "C", "N", "C", "N", "H", "H", "H"],
  "coordinates": [[-0.106, -0.082, 0.063], [-4.568, 3.803, -2.407], [-3.685, 2.831, -2.002], [-4.032, 1.901, -1.030], [-3.084, 0.960, -0.666], [-1.880, 0.944, -1.218], [-1.541, 1.829, -2.145], [-2.426, 2.802, -2.585], [-0.089, 1.725, -2.638], [0.159, 2.156, -3.773], [0.720, 1.257, -1.789], [-3.330, -0.072, 0.447], [-4.499, -0.198, 0.834], [-2.295, -0.676, 0.842], [-5.376, 3.691, -1.895], [-5.003, 1.887, -0.548], [-2.132, 3.510, -3.347], [2.417, -2.974, 1.637], [2.031, -1.854, 2.031], [1.505, -0.977, 1.278], [2.110, -1.542, 3.517], [2.081, -2.670, 4.340], [2.045, -2.599, 5.721], [2.042, -1.334, 6.306], [2.094, -0.207, 5.515], [2.149, -0.242, 4.097], [2.279, 1.284, 3.269], [2.083, -3.631, 3.839], [2.011, -3.499, 6.324], [2.004, -1.227, 7.387], [2.111, 0.775, 5.972], [-0.308, 4.471, 0.488], [-0.745, 4.050, 1.803], [-0.863, 5.098, 2.788], [-1.586, 4.598, 4.020], [-0.944, 3.299, 4.459], [-0.995, 2.334, 3.383], [-0.809, 0.951, 3.796], [-0.744, 2.705, 2.100], [-0.517, 1.899, 1.202], [-1.095, 5.041, -0.015], [-0.061, 3.599, -0.110], [0.583, 5.101, 0.575], [-1.405, 5.935, 2.333], [0.134, 5.471, 3.063], [-2.638, 4.417, 3.785], [-1.534, 5.344, 4.816], [-1.479, 2.872, 5.310], [0.097, 3.462, 4.772], [-1.649, 0.658, 4.430], [0.139, 0.844, 4.329], [-0.803, 0.300, 2.931], [0.586, -1.044, -4.919], [1.830, -2.254, -4.508], [1.582, -2.619, -3.268], [2.380, -3.512, -2.480], [2.020, -3.706, -1.193], [0.856, -3.047, -0.657], [0.081, -2.251, -1.327], [0.430, -2.014, -2.639], [-0.252, -1.165, -3.374], [3.266, -3.958, -2.914], [2.614, -4.293, -0.508], [0.646, -3.176, 0.396]],
  "forces_ev_per_a": [[-0.007, 0.413, 0.169], [0.010, -0.017, 0.023], [-0.055, -0.010, 0.026], [-0.005, 0.005, -0.094], [0.004, 0.120, 0.026], [0.041, -0.044, -0.042], [-0.058, -0.037, -0.100], [0.036, -0.068, -0.024], [0.152, 0.492, 0.063], [-0.129, -0.093, -0.081], [-0.193, -0.360, 0.035], [-0.065, -0.141, 0.051], [-0.020, 0.067, 0.009], [0.074, 0.028, -0.042], [0.027, -0.002, -0.017], [0.006, -0.010, 0.003], [0.007, -0.007, -0.011], [0.186, 0.091, 0.156], [0.034, 0.223, 0.129], [-0.025, -0.341, 0.010], [-0.060, -0.008, 0.021], [0.006, -0.032, -0.022], [0.002, 0.046, 0.024], [-0.011, -0.082, 0.029], [0.058, 0.018, -0.020], [0.237, -0.032, -0.014], [0.477, 0.028, -0.077], [-0.003, 0.004, 0.014], [-0.003, 0.001, 0.001], [-0.003, -0.004, -0.005], [0.015, 0.005, 0.014], [0.015, -0.016, 0.002], [-0.102, 0.043, -0.073], [0.016, 0.010, 0.023], [-0.003, -0.020, -0.017], [0.032, 0.018, 0.042], [-0.132, 0.034, -0.111], [-0.228, -0.075, 0.154], [0.506, 0.014, 0.238], [-0.298, -0.196, -0.060], [0.007, 0.012, 0.000], [-0.008, 0.011, 0.007], [0.006, 0.011, -0.011], [0.001, -0.003, 0.004], [-0.002, 0.005, 0.002], [-0.009, 0.015, 0.000], [0.008, 0.006, 0.003], [-0.003, -0.003, -0.012], [-0.008, -0.046, -0.013], [-0.100, 0.036, 0.036], [-0.405, 0.066, -0.083], [0.028, -0.031, -0.047], [0.034, -0.015, -0.008], [-0.006, -0.007, 0.003], [0.007, 0.028, 0.008], [-0.024, 0.003, 0.092], [0.056, -0.046, -0.137], [-0.028, -0.018, 0.043], [0.083, 0.069, -0.258], [-0.097, 0.067, 0.022], [-0.002, -0.062, 0.000], [0.001, -0.007, -0.001], [-0.050, 0.006, 0.014], [-0.033, -0.161, -0.120]]
}